Here is a 2-piece molecular cluster, C2H5BrS overall in a non-equilibrium geometry from the OMol25 dataset. Energies are from ωB97M-V/def2-TZVPD.

Last column: Löwdin charge in e.
Cartesian coordinates (Å):
Br  2.79  1.20  -0.19  0.1262
S  0.35  -1.52  1.22  0.7373
C  -0.87  0.38  -0.50  -0.2004
C  0.22  -0.56  -0.20  -0.7360
H  -1.79  0.05  -0.12  0.0410
H  -0.01  -0.58  2.05  -0.1508
H  -0.90  0.63  -1.53  0.0605
H  1.00  -0.93  -0.90  0.0167
H  -0.81  1.33  0.16  0.1055

Properties
Kohn-Sham gap (alpha / beta) = 8.294 / 6.449 eV
Spin multiplicity = 3
E_HOMO (alpha / beta) = -7.37 / -9.96 eV
Energy relative to the best compared isomer or geometry (same formula, charge and spin) = 0.00 kcal per mole
Charge = 0

=====

Here is a 7-piece molecular cluster, C13H38F6N4O9S2 overall in a non-equilibrium geometry from the OMol25 dataset. Energies are from ωB97M-V/def2-TZVPD.

Last column: Löwdin charge in e.
Cartesian coordinates (Å):
S  -0.42  -5.09  0.99  0.5409
S  -2.39  -4.56  -0.62  0.6870
F  -3.41  -5.02  -3.12  0.1044
F  2.20  -4.41  0.94  0.1216
F  0.98  -3.05  2.00  0.1302
F  -1.30  -5.52  -2.81  0.1841
F  -1.90  -3.50  -3.12  0.1313
F  1.58  -4.97  2.93  0.1171
O  2.21  -2.23  -2.84  -0.0538
O  -1.42  -5.06  2.08  -0.3450
O  -0.49  2.53  3.46  -0.0605
O  -3.04  -5.80  -0.23  -0.2868
O  -1.86  4.80  -5.31  -0.2226
O  -3.21  -3.36  -0.39  -0.3736
O  -0.12  -6.42  0.47  -0.3219
O  6.48  -0.14  -0.83  -0.1735
O  -3.94  -2.63  8.51  -0.0561
N  -0.76  -4.11  -0.17  -0.3370
N  -3.81  3.09  -2.76  0.0109
N  4.25  1.52  -0.26  0.0295
N  -1.22  0.44  -0.37  0.3623
C  -3.21  -1.38  6.64  -0.0671
C  -2.22  4.93  -2.59  -0.0405
C  -2.21  -4.66  -2.57  -0.6788
C  1.19  -4.32  1.80  -0.6551
C  5.43  3.43  -1.05  -0.0627
C  5.35  1.89  -1.13  -0.4263
C  -5.04  -3.06  6.39  -0.0547
C  6.66  1.25  -0.63  -0.2435
C  -3.76  -2.72  7.11  -0.5018
C  -3.25  4.19  -3.50  -0.4454
C  -0.93  4.51  -6.36  -0.0782
C  -2.59  3.73  -4.80  -0.2264
C  7.73  -0.74  -0.56  -0.1136
H  -3.02  -3.50  6.95  0.1408
H  -5.85  -2.55  6.91  0.0782
H  4.33  2.06  0.59  0.0594
H  6.90  1.49  0.40  0.1284
H  6.38  3.80  -1.43  0.0731
H  -1.18  -0.57  -0.43  0.1478
H  4.50  0.59  0.06  0.0587
H  -2.06  5.89  -3.08  0.0737
H  -4.10  4.77  -3.86  0.1362
H  -0.06  2.18  4.24  0.0333
H  -1.93  2.91  -4.54  0.1206
H  -4.51  -1.87  8.67  0.0764
H  4.71  3.84  -1.75  0.0720
H  5.18  3.83  -0.07  0.0741
H  -5.30  -4.11  6.42  0.0821
H  -4.34  3.49  -2.00  0.0685
H  7.50  1.70  -1.15  0.1210
H  3.04  -2.33  -2.37  0.0293
H  -2.69  5.26  -1.66  0.0701
H  7.56  -1.81  -0.42  0.0930
H  -5.04  -2.69  5.36  0.0768
H  -1.30  4.35  -2.48  0.0792
H  1.57  -2.68  -2.29  0.0155
H  -0.34  0.79  -0.71  0.1569
H  -0.22  3.76  -6.01  0.0865
H  -1.43  4.22  -7.28  0.0869
H  -4.53  2.65  -3.31  0.0742
H  8.30  -0.32  0.26  0.0856
H  -3.80  -0.60  7.11  0.0780
H  -1.15  3.13  3.80  0.0310
H  -2.17  -1.19  6.90  0.0751
H  5.23  1.53  -2.15  0.1406
H  -0.43  5.47  -6.47  0.0914
H  -3.23  -1.33  5.55  0.0726
H  -3.28  3.49  -5.60  0.1302
H  8.39  -0.57  -1.41  0.0873
H  -2.10  0.83  -0.69  0.1520
H  -1.08  0.49  0.63  0.1490

Properties
Kohn-Sham gap = 7.203 eV
Spin multiplicity = 1
E_HOMO = -8.57 eV
Energy relative to the best compared isomer or geometry (same formula, charge and spin) = 46.32 kcal per mole
Charge = 0

=====

Here is an isolated ion of composition C3H5N2O3S and charge +1 in a non-equilibrium geometry from the OMol25 dataset. Energies are from ωB97M-V/def2-TZVPD.

Last column: Löwdin charge in e.
Cartesian coordinates (Å):
S  0.90  -0.82  -0.90  1.0611
O  0.14  0.99  1.02  -0.0201
O  0.06  -3.17  -0.40  0.0417
O  -1.02  -3.00  1.45  0.1656
N  0.08  1.78  -1.15  0.1576
N  -0.43  -2.57  0.53  -0.4372
C  -0.44  -0.16  1.34  -0.0468
C  0.86  1.14  -0.11  -0.3620
C  -0.19  -1.16  0.47  -0.4120
H  0.33  2.62  -1.69  0.1816
H  1.85  1.54  -0.17  0.1414
H  -0.04  0.92  -1.78  0.1143
H  -1.24  -0.27  2.12  0.1855
H  -0.86  2.15  -0.73  0.2294

Properties
Kohn-Sham gap = 9.025 eV
Spin multiplicity = 1
E_HOMO = -13.64 eV
Energy relative to the best compared isomer or geometry (same formula, charge and spin) = 0.00 kcal per mole
Charge = +1

=====

Here is a 2-piece molecular cluster, C2H4ClO4S overall in a non-equilibrium geometry from the OMol25 dataset. Energies are from ωB97M-V/def2-TZVPD.

Last column: Löwdin charge in e.
Cartesian coordinates (Å):
Cl  -2.37  -2.02  0.41  0.1056
S  1.26  -0.74  -0.09  0.5410
O  1.06  -0.72  -1.58  -0.3700
O  1.24  1.85  0.93  0.0868
O  0.36  -1.64  0.65  -0.3995
O  2.69  -0.91  0.27  -0.3639
C  0.65  0.99  0.35  -0.4469
C  -0.67  1.19  -0.20  -0.0631
H  -1.07  2.16  -0.25  0.0837
H  -1.00  -1.73  0.37  -0.2460
H  -1.33  0.65  0.30  0.0131
H  -0.84  0.93  -1.16  0.0594

Properties
Kohn-Sham gap = 9.703 eV
Spin multiplicity = 1
E_HOMO = -6.05 eV
Energy relative to the best compared isomer or geometry (same formula, charge and spin) = 0.56 kcal per mole
Charge = -1

=====

Here is a 2-piece molecular cluster, C5H8O overall from the OMol25 dataset. Energies are from ωB97M-V/def2-TZVPD.

Last column: Löwdin charge in e.
Cartesian coordinates (Å):
O  -0.36  -1.08  -1.10  -0.0370
C  -0.20  -0.57  1.29  -0.0717
C  0.70  0.89  -0.75  -0.0841
C  -0.08  0.18  -1.56  -0.1751
C  0.94  0.07  0.47  -0.1884
C  0.37  -1.27  0.11  -0.2543
H  0.14  -0.89  2.27  0.1039
H  1.88  0.18  1.01  0.1319
H  -0.58  0.46  -2.48  0.1255
H  -1.71  1.55  -0.19  0.0741
H  -1.80  1.19  0.45  0.0543
H  1.11  1.88  -0.94  0.1047
H  0.85  -2.24  0.15  0.1474
H  -1.26  -0.35  1.26  0.0690

Properties
SMILES = C1=C[C@H]2C[C@H]2O1.[H][H]
Kohn-Sham gap = 9.521 eV
Spin multiplicity = 1
E_HOMO = -8.34 eV
Energy relative to the best compared isomer or geometry (same formula, charge and spin) = 73.94 kcal per mole
Charge = 0

=====

Here is a 2-piece molecular cluster, C2H5O2S2 overall in a non-equilibrium geometry from the OMol25 dataset. Energies are from ωB97M-V/def2-TZVPD.

Last column: Löwdin charge in e.
Cartesian coordinates (Å):
S  1.95  -1.27  -0.66  0.3090
S  2.19  0.26  -2.24  0.2193
O  -2.11  -0.31  1.38  -0.1797
O  -1.97  -0.51  -0.94  -0.1652
C  -2.41  -0.04  0.17  -0.6561
C  1.10  -0.14  0.66  -0.4177
H  1.13  -0.68  1.65  0.0492
H  -3.20  0.79  0.09  0.0850
H  0.04  -0.10  0.59  -0.0391
H  1.61  0.82  0.69  0.0078
H  1.67  1.19  -1.39  -0.2125

Properties
Kohn-Sham gap = 7.050 eV
Spin multiplicity = 1
E_HOMO = -4.18 eV
Energy relative to the best compared isomer or geometry (same formula, charge and spin) = 33.27 kcal per mole
Charge = -1

=====

Here is a 2-piece molecular cluster, C6H10O overall in a non-equilibrium geometry from the OMol25 dataset. Energies are from ωB97M-V/def2-TZVPD.

Last column: Löwdin charge in e.
Cartesian coordinates (Å):
O  -0.07  2.15  -0.05  -0.0310
C  0.78  -0.15  -0.02  -0.2517
C  0.11  -1.25  0.37  -0.0844
C  -0.15  0.86  -0.65  -0.3408
C  -1.55  0.17  -0.56  -0.1262
C  2.25  0.13  0.07  -0.0460
C  -1.34  -1.21  0.10  -0.1478
H  2.75  -0.54  0.77  0.0770
H  -2.11  -1.92  0.46  0.0386
H  0.13  1.05  -1.70  0.1508
H  2.73  0.01  -0.91  0.0834
H  -2.04  0.17  -1.55  0.1101
H  0.58  -2.10  0.87  0.1099
H  2.42  1.17  0.38  0.0783
H  -0.27  2.04  0.89  0.0995
H  -2.03  -1.29  1.42  0.1776
H  -2.19  0.73  0.12  0.1025

Properties
Kohn-Sham gap = 8.668 eV
Spin multiplicity = 1
E_HOMO = -8.07 eV
Energy relative to the best compared isomer or geometry (same formula, charge and spin) = 71.55 kcal per mole
Charge = 0

=====

| no. | energy (eV) |
| --- | --- |
| 1 | -83029.6258 |
| 2 | -76454.7032 |
| 3 | -23136.9416 |
| 4 | -33688.2437 |
| 5 | -7359.0491 |
| 6 | -27921.1886 |
| 7 | -8428.1376 |